Computed, not measured: one molecule with the formula C3H2N2 at a distorted geometry, with the ωB97M-V functional and the def2-TZVPD basis.

Summary:
Kohn-Sham gap: 9.2 eV
Energy above the lowest of the compared OMol25 structures with the same formula, charge and spin: 4.558 eV
Calculated total energy: -6117.9277 eV
HOMO level: -8.6 eV
E_LUMO: 0.671 eV
Max |F|: 1.78 eV/Å

Each line ends with the Löwdin charge.
Atoms and positions in Å:
N  1.033  -1.741  -0.649  0.12
N  -0.483  1.530  0.477  0.06
C  0.327  -0.822  -0.241  -0.18
C  -1.122  0.831  1.353  0.06
C  -0.196  0.123  0.429  -0.25
H  0.691  -2.318  -1.410  0.06
H  -0.250  2.396  0.040  0.14



Computed, not measured: one molecule with the formula C3H2N2 at a distorted geometry, with the ωB97M-V functional and the def2-TZVPD basis.

Summary:
Kohn-Sham gap: 9.0 eV
Energy above the lowest of the compared OMol25 structures with the same formula, charge and spin: 1.945 eV
Calculated total energy: -6120.5406 eV
SMILES: C=C=NC#N
HOMO level: -9.4 eV
E_LUMO: -0.411 eV
Max |F|: 4.48 eV/Å

Each line ends with the Löwdin charge.
Atoms and positions in Å:
C  -1.629  0.089  0.012  0.00
C  -0.297  0.085  0.035  -0.09
N  0.948  0.140  0.021  0.13
C  2.166  -0.292  0.109  -0.33
N  3.291  -0.433  -0.041  0.15
H  -2.376  -0.063  0.806  0.06
H  -2.104  0.474  -0.941  0.08



Computed, not measured: one molecule with the formula C3H2N2O at a distorted geometry, with the ωB97M-V functional and the def2-TZVPD basis.

Summary:
Kohn-Sham gap: 8.1 eV
Energy above the lowest of the compared OMol25 structures with the same formula, charge and spin: 1.860 eV
Calculated total energy: -8167.8533 eV
HOMO level: -9.4 eV
E_LUMO: -1.268 eV
Max |F|: 4.08 eV/Å

Each line ends with the Löwdin charge.
Atoms and positions in Å:
C  1.292  -0.381  -1.157  -0.21
C  -1.141  -0.530  1.921  -0.13
C  0.464  0.330  -0.278  -0.14
N  1.899  -1.011  -1.902  0.17
N  -0.557  -0.241  0.324  0.03
O  -2.270  -0.393  2.103  0.04
H  0.706  1.360  -0.049  0.12
H  -0.711  -1.197  -0.010  0.11



What is the HOMO level in the second record?
-9.4 eV